#w
Formula: C6H9ClO
Source: OMol25
Level of theory: ωB97M-V with the def2-TZVPD basis set

Each line ends with the Löwdin charge.
Cartesian coordinates (Å):
C 2.0153 0.1853 -0.1655  -0.21
C -1.5701 0.0233 0.7210  -0.15
C -1.3506 0.9447 -0.4615  -0.70
C -0.7008 -0.3463 -0.4099  -0.30
C 2.0706 0.6039 1.2247  -0.07
C -0.7528 -1.5337 -1.2838  -0.05
O 2.7622 -0.3213 -0.9255  0.11
Cl -0.5478 2.4895 -0.3048  0.62
H -1.1166 0.3467 1.7642  0.13
H -2.6274 -0.5396 0.8768  0.15
H -2.1086 1.1867 -1.0860  0.04
H 2.0453 -0.2720 1.6874  0.04
H 1.3877 1.3991 1.4287  0.03
H 3.1279 1.1044 1.5353  0.15
H -1.9098 -1.6891 -1.5346  0.14
H -0.3545 -2.3684 -0.9055  0.03
H -0.3701 -1.2132 -2.1610  0.04

Computed properties:
lowest unoccupied orbital energy (alpha / beta) = 0.34 / -0.21 eV
HOMO (alpha / beta) = -8.1 / -7.5 eV
orbital gap (alpha / beta) = 8.4 / 7.3 eV



#x
Formula: C6H9ClO
Source: OMol25
Level of theory: ωB97M-V with the def2-TZVPD basis set

Each line ends with the Löwdin charge.
Cartesian coordinates (Å):
O -1.0235 2.2807 -0.2479  -0.02
C -1.8482 1.3513 0.1159  -0.24
C -1.3018 0.0724 0.3780  -0.63
Cl -2.6048 -1.0971 -0.0278  0.67
C -0.0915 0.0029 -0.4865  -0.46
C 1.0948 0.6839 0.0098  -0.15
C 1.6022 -0.7304 0.4396  -0.13
C 0.4802 -1.3455 -0.4475  -0.15
H -2.9896 1.6122 0.1509  0.15
H -0.8791 0.0354 1.3592  0.14
H -0.1038 0.3326 -1.4989  0.14
H 1.6696 0.9936 -0.8952  0.13
H 1.0598 1.5615 0.8369  0.17
H 2.5307 -1.0212 0.1508  0.06
H 1.4436 -0.7917 1.5327  0.11
H -0.0067 -2.2153 -0.0391  0.09
H 0.9681 -1.7255 -1.3307  0.11

Computed properties:
lowest unoccupied orbital energy = 0.36 eV
HOMO = -10.0 eV
orbital gap = 10.3 eV



Most stable to least stable, the ends of the list are #x and #w.



#w
Formula: C7H12AuBrN2O7P2
Source: OMol25
Level of theory: ωB97M-V with the def2-TZVPD basis set

Each line ends with the Löwdin charge.
Cartesian coordinates (Å):
Au 1.1319 1.4905 -1.1941  0.52
N -3.7520 0.5570 -0.8132  0.16
C -2.2661 0.7952 -0.6262  -0.51
C -1.8651 0.4978 0.8109  -0.09
P -1.9901 2.5336 -1.2042  0.32
O -2.0209 3.3155 0.2200  -0.15
O -3.1874 2.8511 -2.0291  -0.31
O -0.5919 2.6895 -1.7655  -0.44
P -1.5193 -0.5023 -1.7543  0.27
O -1.8278 0.1544 -3.1929  -0.14
O -2.4247 -1.6636 -1.5173  -0.32
O -0.0416 -0.5610 -1.5289  -0.40
H -4.2842 0.7903 0.0219  0.16
H -3.8580 -0.4428 -1.0695  0.13
H -4.0295 1.2014 -1.5796  0.12
H -2.3959 1.1445 1.5106  0.08
H -0.7956 0.6745 0.9286  0.06
H -2.0609 -0.5506 1.0476  0.08
H -1.5209 4.1390 0.1702  0.08
H -1.0629 0.1408 -3.7783  0.08
O 5.1681 -2.8520 2.1455  0.09
C 4.0961 -2.1308 1.7503  -0.31
C 2.7807 -2.5227 1.9772  0.01
C 1.7629 -1.7042 1.5272  -0.10
N 1.9819 -0.5534 0.8850  0.02
C 3.2327 -0.2372 0.6803  -0.68
Br 3.4780 1.3963 -0.3115  0.82
C 4.3461 -0.9444 1.0742  -0.03
H 4.8788 -3.6589 2.5858  0.12
H 2.5573 -3.4498 2.4897  0.12
H 0.7252 -1.9744 1.6747  0.12
H 5.3550 -0.6233 0.8648  0.12

Computed properties:
lowest unoccupied orbital energy = 0.20 eV
HOMO = -8.9 eV
orbital gap = 9.1 eV



#x
Formula: C7H12AuBrN2O7P2
Source: OMol25
Level of theory: ωB97M-V with the def2-TZVPD basis set

Each line ends with the Löwdin charge.
Cartesian coordinates (Å):
Au -0.0575 1.1836 0.2414  0.53
N -3.7898 -0.9925 -2.3225  0.16
C -2.8416 -0.3833 -1.3151  -0.51
C -3.5196 -0.2873 0.0397  -0.10
P -2.3098 1.2059 -2.0732  0.31
O -3.2941 2.2540 -1.3344  -0.15
O -2.6233 1.0823 -3.5111  -0.29
O -0.8998 1.5799 -1.6481  -0.45
P -1.4859 -1.6710 -1.2121  0.26
O -0.7471 -1.4967 -2.6347  -0.14
O -2.2702 -2.9335 -1.2520  -0.31
O -0.5808 -1.2664 -0.1013  -0.39
H -4.7576 -0.7326 -2.1423  0.16
H -3.6568 -2.0188 -2.2323  0.13
H -3.5113 -0.6114 -3.2470  0.13
H -4.4022 0.3564 0.0055  0.08
H -2.8254 0.1431 0.7630  0.05
H -3.8001 -1.2796 0.4009  0.08
H -2.8844 3.1238 -1.2711  0.08
H 0.1424 -1.1419 -2.5324  0.08
O 0.4323 -2.6913 5.7346  0.09
C -0.1426 -1.9252 4.7876  -0.30
C -1.4351 -2.1408 4.3162  0.01
C -1.9270 -1.2920 3.3450  -0.11
N -1.2330 -0.2770 2.8350  0.03
C -0.0178 -0.1326 3.2841  -0.67
Br 1.0034 1.2846 2.4509  0.82
C 0.6128 -0.8806 4.2561  -0.03
H -0.1702 -3.3932 6.0058  0.12
H -2.0398 -2.9561 4.6916  0.12
H -2.9247 -1.4313 2.9464  0.11
H 1.6266 -0.7041 4.5798  0.12

Computed properties:
lowest unoccupied orbital energy = 0.23 eV
HOMO = -9.0 eV
orbital gap = 9.2 eV



Most stable to least stable, the ends of the list are #x and #w.